{
  "formula": "C33H60ClF3N3O21S",
  "method": "wB97M-V/def2-TZVPD",
  "energy_ha": -4195.37946,
  "homo_energy_ha": -0.4455,
  "total_charge": 1,
  "lumo_ev": -4.14,
  "species": ["C", "C", "O", "C", "O", "C", "C", "C", "N", "C", "C", "C", "N", "C", "O", "N", "O", "C", "Cl", "C", "S", "O", "O", "C", "F", "F", "F", "H", "H", "H", "H", "H", "H", "H", "H", "H", "H", "H", "H", "H", "H", "H", "H", "H", "H", "H", "H", "C", "C", "O", "C", "O", "O", "C", "H", "H", "H", "H", "H", "H", "H", "H", "C", "C", "O", "C", "O", "O", "C", "H", "H", "H", "H", "H", "H", "H", "H", "C", "C", "O", "C", "O", "O", "C", "H", "H", "H", "H", "H", "H", "H", "H", "C", "C", "O", "C", "O", "O", "C", "H", "H", "H", "H", "H", "H", "H", "H", "C", "C", "O", "C", "O", "O", "C", "H", "H", "H", "H", "H", "H", "H", "H"],
  "xyz": [[1.63458, 1.46595, -0.11395], [1.97406, 0.28861, 0.77261], [2.62703, -0.79257, 0.08014], [2.02805, -1.22419, -1.06250], [2.30075, -0.73668, -2.11766], [1.07545, -2.39090, -0.96486], [0.51223, -2.71867, 0.42304], [-1.00787, -2.52206, 0.64321], [-1.78236, -2.04915, -0.50903], [-2.24196, -0.85217, -0.63067], [-2.13079, 0.26976, 0.33279], [-3.04327, 0.02396, 1.56736], [-4.07653, -0.97249, 1.24443], [-2.91824, -0.65504, -1.96997], [-4.28837, -0.44937, -1.88093], [-4.65727, 0.90032, -2.49414], [-5.14979, 0.77415, -3.50931], [-2.48422, -1.90293, -2.79180], [-1.10117, -1.51509, -3.79703], [-2.25039, -2.88325, -1.65192], [-1.48489, -4.50081, -1.93585], [-0.54317, -4.44732, -3.00445], [-1.10303, -5.06505, -0.67861], [-2.98800, -5.44793, -2.52226], [-2.57555, -6.48461, -3.18455], [-3.72765, -4.64209, -3.27786], [-3.68948, -5.80663, -1.46670], [0.84872, 1.22668, -0.83521], [1.26739, 2.28852, 0.49915], [2.49441, 1.79560, -0.69272], [1.07344, -0.06831, 1.28313], [2.69086, 0.60528, 1.52711], [0.34337, -2.20845, -1.74167], [1.65346, -3.25104, -1.30683], [1.03292, -2.12652, 1.16883], [0.74727, -3.75106, 0.66279], [-1.17399, -1.82107, 1.45567], [-1.45935, -3.46004, 0.95566], [-2.52230, 1.14473, -0.18405], [-1.09450, 0.47069, 0.60288], [-2.45500, -0.33812, 2.40631], [-3.49764, 0.96711, 1.86033], [-4.14459, -1.68013, 1.95996], [-4.98144, -0.54758, 1.10982], [-2.42043, 0.21695, -2.41631], [-3.31088, -2.22838, -3.41379], [-3.26873, -3.17187, -1.35238], [8.64720, 2.23194, 3.20126], [7.71511, 1.77590, 4.30075], [6.45325, 1.30841, 3.78390], [6.45790, 0.07850, 3.28113], [7.38866, -0.67712, 3.21909], [5.21845, -0.17228, 2.84290], [5.04538, -1.43157, 2.19402], [8.16272, 2.98454, 2.58005], [9.54824, 2.66588, 3.63325], [8.93768, 1.39725, 2.56304], [7.45658, 2.60470, 4.95585], [8.16966, 0.99229, 4.90505], [5.39124, -2.25759, 2.81158], [5.56874, -1.43688, 1.23847], [3.97881, -1.52467, 2.01823], [4.48535, 8.54505, 2.69892], [3.33592, 7.57386, 2.85202], [3.45060, 6.46649, 1.94188], [4.29232, 5.50570, 2.31861], [4.92098, 5.47336, 3.34438], [4.31302, 4.57453, 1.36545], [5.20969, 3.48745, 1.62802], [4.57376, 8.86818, 1.66135], [4.32275, 9.42109, 3.32612], [5.42694, 8.08216, 2.99093], [2.39243, 8.05091, 2.59425], [3.26002, 7.20224, 3.87301], [5.02112, 3.05057, 2.60453], [6.23925, 3.83537, 1.56865], [5.03762, 2.74618, 0.85227], [-7.21642, 4.71495, 4.62202], [-6.13325, 5.57739, 4.01468], [-5.21355, 4.79738, 3.22247], [-5.63151, 4.49173, 2.00410], [-6.66995, 4.80659, 1.49043], [-4.67590, 3.75580, 1.41034], [-5.01394, 3.32457, 0.09557], [-6.77626, 3.89369, 5.18862], [-7.83504, 5.30980, 5.29253], [-7.85679, 4.29027, 3.84986], [-5.51810, 6.02891, 4.78934], [-6.55046, 6.37694, 3.40500], [-5.31667, 4.15624, -0.53605], [-5.81149, 2.58139, 0.13327], [-4.11306, 2.87183, -0.31377], [5.47443, -0.67077, -3.18567], [5.93346, -1.05421, -1.79644], [7.22241, -0.50903, -1.47914], [7.21791, 0.75745, -1.07161], [6.24214, 1.44677, -0.90399], [8.47745, 1.13457, -0.87811], [8.63991, 2.50057, -0.48683], [6.22042, -0.95002, -3.93045], [4.53864, -1.17909, -3.41318], [5.30848, 0.40315, -3.26203], [6.05740, -2.13383, -1.72275], [5.21040, -0.74329, -1.04150], [8.02205, 2.73066, 0.37709], [8.38479, 3.16325, -1.31188], [9.68865, 2.61682, -0.23208], [-5.93979, -6.77970, -3.87577], [-6.87394, -7.94603, -3.63176], [-8.22382, -7.50623, -3.44031], [-8.88693, -7.21465, -4.56285], [-8.45105, -7.30176, -5.68039], [-10.11036, -6.81851, -4.22836], [-10.93728, -6.44276, -5.33628], [-6.03906, -6.04558, -3.07532], [-4.91172, -7.13280, -3.92544], [-6.17775, -6.28358, -4.81626], [-6.61148, -8.46430, -2.71141], [-6.82898, -8.66620, -4.44717], [-10.96686, -7.23280, -6.08214], [-10.56980, -5.52215, -5.78592], [-11.92978, -6.28260, -4.92770]],
  "forces_ev_per_a": [[-0.2, 0.0, -0.3], [0.3, 0.5, 0.0], [-0.3, -0.2, 0.3], [0.1, 0.4, -0.2], [0.0, 0.0, -0.3], [0.3, -0.2, 0.4], [-0.1, -0.1, -0.1], [0.1, -0.4, 0.5], [0.4, 0.6, -0.3], [0.0, -0.3, 0.0], [-0.5, 0.1, 0.2], [-0.2, -0.4, 0.0], [0.4, 0.0, -0.1], [0.8, 0.5, -0.4], [-0.2, -0.8, 0.2], [0.2, 0.7, -0.5], [-0.2, -0.2, 0.3], [-0.6, 0.2, 0.4], [0.3, 0.0, -0.1], [-1.0, -0.2, 0.4], [1.2, -0.3, -0.2], [-0.4, 0.1, -0.1], [-0.3, 0.2, 0.1], [0.2, 0.6, 0.5], [0.1, -0.4, -0.4], [-0.1, 0.0, -0.4], [-0.2, -0.1, 0.2], [0.0, -0.1, 0.0], [0.1, 0.1, 0.1], [0.1, 0.0, 0.1], [0.0, -0.2, 0.1], [0.0, -0.1, 0.1], [-0.1, -0.1, -0.1], [0.0, 0.0, -0.1], [0.0, 0.0, 0.0], [-0.1, -0.1, 0.0], [-0.1, 0.2, -0.2], [0.0, 0.0, -0.1], [0.2, 0.1, -0.1], [0.1, 0.0, 0.0], [0.1, 0.1, 0.1], [0.2, 0.2, 0.1], [-0.2, 0.1, 0.1], [-0.1, -0.1, 0.0], [-0.1, 0.1, 0.0], [0.1, 0.0, -0.1], [0.1, -0.2, 0.1], [-0.1, -0.1, -0.2], [0.2, 0.1, 0.2], [0.1, 0.1, 0.1], [-0.1, 0.1, -0.1], [0.0, 0.0, 0.0], [-0.2, 0.0, 0.0], [0.0, -0.1, -0.1], [0.0, 0.1, 0.1], [0.0, 0.0, 0.0], [0.0, 0.0, 0.0], [-0.1, 0.0, 0.0], [0.0, -0.1, -0.1], [0.1, 0.1, 0.0], [0.1, 0.0, 0.0], [0.0, 0.0, 0.0], [0.1, -0.1, -0.1], [-0.1, 0.3, 0.2], [-0.1, 0.0, 0.0], [0.0, 0.0, 0.0], [0.0, 0.0, 0.0], [-0.1, 0.0, 0.0], [-0.1, -0.2, -0.1], [-0.1, 0.1, 0.0], [0.0, 0.0, 0.0], [0.0, 0.0, 0.1], [0.0, -0.1, -0.1], [0.1, -0.1, 0.0], [0.0, 0.1, 0.1], [0.0, 0.0, 0.1], [0.0, 0.1, -0.1], [0.0, -0.2, -0.1], [-0.2, 0.2, 0.3], [0.1, 0.0, 0.0], [0.0, 0.1, 0.1], [-0.1, 0.0, 0.0], [0.1, -0.1, 0.0], [0.1, -0.1, -0.1], [0.0, 0.1, 0.1], [0.0, 0.0, 0.0], [0.0, 0.1, 0.0], [0.1, -0.1, 0.0], [0.0, -0.1, -0.1], [-0.1, 0.0, 0.0], [-0.1, 0.1, 0.0], [0.0, 0.0, 0.0], [0.2, 0.1, -0.1], [-0.3, -0.2, 0.0], [0.0, 0.0, 0.0], [0.1, -0.1, -0.1], [-0.1, 0.0, 0.1], [0.0, 0.0, 0.0], [0.1, 0.1, 0.0], [0.0, -0.1, 0.0], [0.0, 0.0, 0.0], [-0.1, 0.0, 0.1], [0.1, 0.0, 0.0], [0.0, 0.1, 0.0], [0.0, 0.0, -0.1], [-0.1, 0.0, 0.0], [0.0, -0.1, 0.0], [-0.2, 0.1, -0.1], [0.3, -0.1, 0.0], [0.0, 0.0, 0.0], [0.0, 0.0, 0.1], [0.0, 0.0, -0.1], [0.0, 0.0, 0.0], [-0.1, 0.0, 0.0], [0.0, 0.0, 0.1], [0.0, -0.1, 0.0], [0.0, -0.1, 0.0], [-0.1, 0.0, 0.1], [-0.1, 0.1, -0.1], [0.1, 0.0, 0.0], [0.0, 0.0, 0.0], [0.0, 0.0, 0.1]]
}